(P)
Below is a structure of composition C20H27N3O3, with properties calculated with wB97M-V/def2-TZVPD.

```
53
Properties=species:S:1:pos:R:3:mulliken_charge:R:1
C 2.77 -2.88 3.11 -0.94
C 3.08 -1.32 3.19 -0.44
H 2.66 -1.05 4.09 0.49
H 4.23 -1.17 3.17 0.34
O 2.74 -0.51 2.20 -0.40
C 1.29 -0.27 2.52 0.15
O 0.62 -0.59 3.62 -0.63
C 0.79 0.49 1.24 1.22
C 1.23 0.50 -0.05 0.28
N 2.23 -0.12 -0.45 -0.25
C 1.96 -1.29 -1.60 -0.82
H 3.11 -1.58 -1.95 0.18
H 1.71 -0.47 -2.38 0.56
C 1.14 -2.37 -1.13 -0.96
N 0.02 -1.88 -0.71 0.73
C -1.08 -1.73 -1.57 -0.66
C -2.31 -1.00 -1.05 -0.66
O -2.89 -1.97 -0.06 -0.26
C -2.02 -2.14 0.74 -0.29
C -0.74 -2.80 0.46 -0.22
H 0.14 -2.85 1.18 -0.12
H -0.94 -3.91 0.12 0.30
H -2.53 -2.89 1.60 0.28
H -1.87 -1.25 1.49 0.14
H -3.01 -1.18 -2.19 0.31
H -2.20 -0.10 -0.79 0.31
H -0.54 -0.86 -2.36 0.32
H -1.33 -2.75 -2.34 0.15
H 1.13 -3.07 -1.80 0.67
H 1.69 -2.76 -0.22 0.23
H 2.68 -0.69 0.23 0.51
C 0.59 1.44 -0.96 0.15
C 0.93 1.78 -2.19 0.10
C 0.36 2.68 -2.94 -1.42
C -0.93 3.14 -2.55 0.13
C -1.62 2.77 -1.44 -0.27
C -0.62 2.08 -0.60 0.68
N -1.39 1.91 0.99 -0.36
C -0.51 1.19 1.64 -1.25
H -0.93 1.00 2.72 0.24
C -2.86 3.62 -0.76 -0.65
H -3.41 2.65 -0.02 0.25
C -2.40 4.74 0.02 -1.06
H -1.77 4.59 0.91 0.30
H -3.30 5.12 0.23 0.46
H -1.94 5.65 -0.74 0.19
H -3.39 3.88 -1.68 0.42
H -1.55 3.94 -3.25 0.11
H 0.68 2.82 -4.10 0.20
H 1.96 1.30 -2.39 0.47
H 3.36 -3.51 3.77 0.42
H 3.20 -3.27 2.03 0.14
H 1.74 -3.01 2.96 0.21
```

highest occupied orbital energy: -8.332 eV

=====

(Q)
Below is the molecule C20H27N3O3, with properties calculated with wB97M-V/def2-TZVPD.

```
53
Properties=species:S:1:pos:R:3:mulliken_charge:R:1
O -2.05 1.24 -3.15 -0.71
C -1.46 0.18 -3.14 0.82
N -0.18 0.07 -3.54 0.11
C 0.64 -1.12 -3.61 -1.36
H 0.03 -2.02 -3.56 0.44
C 1.68 -1.09 -2.49 0.29
C 2.57 0.14 -2.68 -0.89
H 3.27 0.23 -1.85 0.28
H 3.14 0.04 -3.60 0.46
C 1.73 1.43 -2.75 0.09
O 1.27 1.83 -1.49 -0.53
H 0.71 1.14 -1.11 0.35
H 2.37 2.25 -3.08 0.42
C 0.59 1.28 -3.77 -1.09
H -0.09 2.12 -3.69 0.37
H 1.02 1.25 -4.79 0.43
H 2.28 -2.00 -2.51 0.42
H 1.16 -1.03 -1.53 -0.15
H 1.15 -1.12 -4.58 0.44
C -2.19 -1.08 -2.67 -0.68
H -1.51 -1.88 -2.39 0.39
C -3.03 -0.70 -1.46 -0.85
C -2.13 -0.27 -0.37 0.33
N -0.84 -0.15 -0.43 0.08
N -0.42 0.30 0.78 -0.32
C -1.47 0.43 1.52 0.21
O -2.60 0.08 0.85 -0.35
C -1.51 0.88 2.92 -0.41
H -2.21 1.71 3.00 0.44
H -0.51 1.22 3.18 0.07
C -1.97 -0.25 3.87 -0.95
C -1.09 -1.50 3.83 -0.49
H -1.60 -2.27 4.42 0.39
H -1.02 -1.86 2.80 0.32
C 0.32 -1.30 4.40 -1.24
C 1.28 -0.69 3.41 0.46
C 1.82 0.57 3.61 -0.34
C 2.68 1.13 2.68 -0.73
C 3.02 0.43 1.54 -0.48
C 2.51 -0.84 1.35 -0.39
C 1.65 -1.40 2.27 -0.24
H 1.26 -2.39 2.12 0.39
H 2.79 -1.40 0.47 0.52
H 3.67 0.88 0.81 0.36
H 3.08 2.12 2.85 0.40
H 1.57 1.12 4.51 0.38
H 0.26 -0.68 5.30 0.36
H 0.71 -2.28 4.69 0.39
H -2.99 -0.53 3.60 0.41
H -2.00 0.15 4.88 0.41
H -3.68 0.14 -1.72 0.29
H -3.65 -1.53 -1.12 0.40
H -2.84 -1.43 -3.48 0.27
```

SMILES: O=C(CCc1nnc(CCCCc2ccccc2)o1)N1CCC[C@H](O)C1
highest occupied orbital energy: -8.722 eV

=====

Winner for stability: (Q)

=====

(P)
Below is a cluster of 4 separate species, CH10N2O4 in total, with properties calculated with wB97M-V/def2-TZVPD.

```
17
Properties=species:S:1:pos:R:3:mulliken_charge:R:1
N -1.68 -0.99 2.33 -0.37
C -0.72 -0.17 2.85 0.52
N 0.49 -0.13 2.16 -0.45
O -0.90 0.56 3.80 -0.60
H -1.72 -1.22 1.35 0.20
H -2.47 -1.11 2.94 0.23
H 0.99 0.71 2.43 0.26
H 0.45 -0.22 1.16 0.26
H 0.05 -1.38 -3.47 0.31
H 0.09 0.26 -3.22 0.44
O 0.48 -0.54 -3.61 -0.69
H 1.88 -0.08 -1.69 0.39
H 2.44 0.43 -0.39 0.29
O 1.65 0.04 -0.76 -0.71
H 0.30 0.83 -1.78 0.29
H -1.13 1.42 -1.97 0.34
O -0.20 1.59 -2.14 -0.69
```

SMILES: NC(N)=O.O.O.O
highest occupied orbital energy: -9.821 eV

=====

(Q)
Below is a cluster of 4 separate species, CH10N2O4 in total, with properties calculated with wB97M-V/def2-TZVPD.

```
17
Properties=species:S:1:pos:R:3:mulliken_charge:R:1
N 1.05 1.13 -0.96 -0.46
C 1.38 0.02 -0.08 0.43
N 1.07 0.33 1.38 -0.33
O 2.53 -0.50 -0.11 -0.37
H 0.17 1.42 -0.53 0.28
H 1.79 1.81 -0.81 0.28
H 1.95 0.21 1.90 0.30
H 0.50 -0.45 1.72 0.30
H -1.46 -1.48 0.19 0.39
H -2.37 -1.07 -1.84 0.18
O -1.98 -0.67 -1.06 -0.82
H -1.44 -2.62 1.27 0.29
H 0.60 -0.77 -0.39 0.23
O -1.02 -1.81 1.01 -0.68
H -2.65 1.91 0.27 0.27
H -1.94 0.79 -0.65 0.46
O -1.92 1.74 -0.31 -0.74
```

highest occupied orbital energy: -9.457 eV

=====

(R)
Below is a cluster of 4 separate species, CH10N2O4 in total, with properties calculated with wB97M-V/def2-TZVPD.

```
17
Properties=species:S:1:pos:R:3:mulliken_charge:R:1
N -1.15 -1.81 -1.26 -0.51
C -0.57 -0.59 -0.57 0.56
N 0.77 -0.87 -0.02 -0.50
O -0.32 0.41 -1.52 -0.48
H -0.54 -2.51 -1.54 0.22
H -1.85 -1.58 -1.91 0.24
H 1.32 -0.02 -0.15 0.38
H 0.61 -0.97 0.99 0.39
H 2.31 2.01 -1.96 0.26
H -0.60 -0.35 3.47 0.22
O -0.46 -0.41 2.50 -0.75
H 0.65 0.94 -1.44 0.44
H -1.30 -0.31 0.20 0.22
O 1.96 1.32 -1.38 -0.74
H -0.18 2.29 1.90 0.29
H -0.36 0.82 1.56 0.35
O -0.30 1.63 1.13 -0.57
```

highest occupied orbital energy: -9.633 eV

=====

Winner for stability: (P)

=====

(P)
Below is a cluster of 2 separate species, C5H8N2O2S in total, with properties calculated with wB97M-V/def2-TZVPD.

```
18
Properties=species:S:1:pos:R:3:mulliken_charge:R:1
C -2.17 -1.69 0.83 -0.01
C -0.28 -0.66 0.12 0.25
C 2.48 0.28 0.46 -1.09
C -2.52 1.03 -0.43 -0.95
C 2.05 -1.09 -0.14 -0.21
N -3.09 -2.35 0.73 -0.47
N 0.74 -1.30 0.10 -0.18
O -0.04 1.38 -1.40 -0.58
O -0.38 1.77 1.00 -0.57
S -0.74 1.07 -0.18 1.23
H 2.25 0.90 -0.38 0.31
H 1.78 0.25 1.28 0.32
H 3.49 0.20 0.71 0.37
H -2.80 0.69 -1.52 0.31
H -2.89 0.31 0.20 0.35
H -2.92 1.98 -0.23 0.38
H 2.85 -1.82 0.14 0.33
H 2.19 -0.98 -1.29 0.22
```

highest occupied orbital energy (alpha / beta): -10.249 / -10.248 eV

=====

(Q)
Below is a cluster of 2 separate species, C5H8N2O2S in total, with properties calculated with wB97M-V/def2-TZVPD.

```
18
Properties=species:S:1:pos:R:3:mulliken_charge:R:1
C -2.31 0.01 0.40 0.52
C 1.49 -1.03 0.20 0.31
C 1.41 2.50 -0.42 -0.94
C -2.33 -2.54 0.61 -0.45
C 1.38 1.11 -1.01 -0.31
N -2.61 -1.14 0.55 -0.25
N 1.14 0.29 0.11 0.08
O -2.17 1.16 0.46 -0.46
O 1.07 -2.12 0.14 -0.44
S 2.62 -0.06 1.21 -0.17
H 0.44 2.75 -0.03 0.24
H 2.15 2.49 0.43 0.27
H 1.64 3.36 -1.17 0.31
H -2.65 -3.15 -0.29 0.23
H -1.17 -2.72 0.63 0.17
H -2.87 -2.93 1.52 0.24
H 0.52 1.17 -1.70 0.27
H 2.24 0.83 -1.63 0.36
```

SMILES: CCN1SC1=O.CN=C=O
highest occupied orbital energy: -9.499 eV

=====

Winner for stability: (Q)

=====

(P)
Below is a cluster of 16 separate species, H31O16 in total, with properties calculated with wB97M-V/def2-TZVPD.

```
47
Properties=species:S:1:pos:R:3:mulliken_charge:R:1
O 4.69 1.05 -0.49 -0.68
H 0.92 2.24 1.57 0.33
H -2.43 -1.71 -0.61 0.17
O 3.07 2.25 -4.16 -0.67
H 5.12 1.52 0.43 0.33
H 3.79 0.79 -0.17 0.37
O -0.01 -1.83 -3.27 -0.66
H 3.90 1.90 -3.77 0.32
H -2.65 -0.30 -0.02 0.37
O -2.25 -0.81 -0.77 -0.66
H -3.03 0.15 -2.06 0.46
H 2.30 1.69 -4.31 0.34
O -3.64 0.71 -2.60 -0.69
H -0.13 1.63 -5.84 0.15
H -2.91 -1.13 2.22 0.02
O 0.32 -2.63 1.29 -0.62
H 1.24 -2.36 1.64 0.25
H -0.47 -2.28 1.73 0.40
O -2.89 2.29 2.03 -0.65
H -2.90 2.66 2.91 0.30
H -2.23 1.64 1.94 0.44
O 2.40 3.83 -1.61 -0.60
H 2.15 3.08 -2.15 0.32
H -0.64 -1.36 -2.80 0.32
O -3.45 -3.96 0.81 -0.63
H -2.46 -3.94 0.71 0.31
O 0.22 2.27 -5.61 -0.44
H -4.01 1.37 -2.01 0.29
H 0.38 2.99 -5.20 0.29
O 2.76 -4.26 3.16 -0.63
H 0.43 -2.44 -2.59 0.33
H 2.03 -3.93 3.62 0.32
O -2.55 -1.54 1.47 -0.75
H 1.82 1.04 2.09 0.39
H -1.66 -0.42 1.38 -0.02
O 1.20 2.50 2.53 -0.69
H 0.57 2.76 3.11 0.27
H -0.46 0.18 3.56 0.32
O -0.75 0.13 1.09 -0.41
H -1.67 -0.53 3.62 0.33
H -0.76 0.42 0.20 0.19
O -0.92 -0.28 4.17 -0.64
H -3.72 -3.03 0.65 0.29
H 3.29 3.79 -1.85 0.29
O 1.87 0.03 1.79 -0.70
H 2.46 -4.24 2.27 0.32
H 1.03 -0.12 1.18 0.32
```

total charge: -1
highest occupied orbital energy: -6.697 eV

=====

(Q)
Below is a cluster of 16 separate species, H31O16 in total, with properties calculated with wB97M-V/def2-TZVPD.

```
47
Properties=species:S:1:pos:R:3:mulliken_charge:R:1
O 0.97 1.20 0.05 -0.27
H 3.01 3.61 -2.14 0.32
H 1.05 0.06 2.71 0.39
O -1.61 1.84 3.65 -0.69
H 0.84 1.52 0.95 0.06
H 0.56 1.60 -0.70 0.24
O -0.05 3.58 -1.07 -0.60
H -1.08 1.08 3.67 0.44
H -0.38 -0.27 1.92 0.30
O 0.35 0.14 3.26 -1.11
H 2.45 -0.60 5.36 0.31
H -0.87 2.51 3.79 0.35
O 2.97 -0.31 4.56 -0.60
H -0.58 -1.21 -1.62 0.22
H 0.80 1.59 3.34 0.27
O -2.53 -3.47 2.50 -0.60
H -2.90 -3.31 1.74 0.27
H -1.96 -2.71 2.80 0.35
O 1.38 0.70 -4.87 -0.57
H 0.67 1.29 -4.76 0.30
H 1.82 0.86 -5.67 0.27
O 2.96 -1.47 -3.97 -0.65
H 2.09 -1.19 -4.41 0.34
H -0.22 3.04 -0.29 0.31
O -2.24 -4.16 -2.41 -0.64
H -1.60 -3.73 -2.96 0.31
O -4.40 -2.14 -2.70 -0.63
H -4.24 -1.50 -2.04 0.30
H -3.72 -2.75 -2.32 0.32
O -1.33 -0.71 1.58 -0.74
H -0.01 4.43 -0.83 0.25
H 2.65 0.48 4.46 0.26
O 1.50 2.33 3.20 -0.74
H 1.41 -2.54 -0.24 0.23
H 1.16 2.45 2.27 0.31
O -1.41 1.84 0.23 -0.62
H -1.99 1.95 0.82 0.25
H -1.32 0.82 0.78 0.38
O 3.87 3.14 -1.92 -0.66
H -0.86 -1.41 -3.02 0.27
H 3.39 2.52 -1.34 0.34
O -1.25 -1.63 -2.18 -0.47
H -1.93 -4.14 -1.58 0.29
H 2.81 -1.92 -3.02 0.32
O 0.90 -1.67 -0.30 -0.47
H -1.91 -0.47 2.10 0.17
H 0.81 -1.26 0.64 0.31
```

total charge: -1
highest occupied orbital energy: -6.720 eV

=====

Winner for stability: (P)